56
Properties=species:S:1:pos:R:3:forces:R:3:lowdin_charge:R:1 method="wB97M-V/def2-TZVPD" charge=+1 spin_multiplicity=5 total_energy_ev=-69163.177 s_squared=6.0065 orbital_gap_ev="6.2 / 5.8" e_lumo_ev="-3.57 / -3.92"
Fe -0.0960 -0.4337 0.2826 0.2 0.9 -0.7 1.01
O -0.3759 5.5785 -3.8569 -0.7 0.4 -1.3 0.01
C 0.2633 5.5811 -2.8264 -0.1 -2.0 1.0 -0.71
O 0.9584 6.3499 -2.1971 0.8 1.2 0.5 0.01
C 0.1731 4.1348 -2.0807 0.1 1.0 -0.5 -0.04
C -0.6071 3.1290 -2.6126 0.0 -0.8 0.6 0.07
C -0.6343 1.8943 -1.9584 0.1 0.8 -0.3 -0.19
N 0.0515 1.6888 -0.8308 -0.1 -1.2 0.6 0.08
C 0.7883 2.6698 -0.3046 0.0 0.7 -0.4 -0.19
C 0.8920 3.9180 -0.9222 -0.3 -1.0 0.4 0.07
C 1.4617 2.3580 0.9698 0.0 0.0 0.1 -0.19
C 2.2421 3.2914 1.6549 0.0 -0.3 0.0 0.03
C 2.8543 2.9224 2.8403 -0.2 -0.1 -0.2 -0.02
C 2.6651 1.6352 3.3193 0.0 -0.1 -0.1 -0.03
C 1.8647 0.7794 2.5850 0.3 -0.1 0.5 -0.15
N 1.2720 1.1172 1.4471 -0.4 -0.6 -0.3 0.05
C -1.4123 0.7484 -2.4578 -0.1 -0.1 0.0 -0.19
C -2.1632 0.8089 -3.6320 0.0 -0.3 0.1 0.03
C -2.8505 -0.3154 -4.0589 0.2 0.1 0.3 -0.02
C -2.7634 -1.4773 -3.3064 0.1 0.1 0.2 -0.03
C -2.0251 -1.4393 -2.1353 -0.3 -0.4 -0.3 -0.14
N -1.3646 -0.3678 -1.7125 0.3 -0.1 0.6 0.05
H -1.1798 3.3426 -3.4994 0.0 0.1 -0.2 0.12
H 1.4839 4.7275 -0.5288 0.0 0.2 -0.1 0.12
H 2.3816 4.2854 1.2626 0.0 0.0 -0.1 0.12
H 3.4629 3.6283 3.3815 0.1 0.1 0.1 0.12
H 3.1306 1.3003 4.2324 0.0 0.0 0.1 0.12
H 1.6866 -0.2312 2.9271 0.1 -0.1 0.1 0.09
H -2.2054 1.7158 -4.2110 0.0 0.1 0.0 0.12
H -3.4461 -0.2830 -4.9567 0.0 0.0 -0.1 0.12
H -3.2532 -2.3866 -3.6145 -0.1 -0.1 0.0 0.11
H -1.9728 -2.3085 -1.4929 0.0 -0.1 0.0 0.09
C 1.3682 -2.6848 -1.1532 0.1 -0.1 -0.3 -0.07
N 1.1724 -2.4432 0.2787 -0.7 0.7 0.1 -0.32
C 2.4721 -2.3539 0.9455 0.3 0.1 0.2 -0.07
C 0.3373 -3.4813 0.9035 -0.4 0.0 0.3 -0.17
C -0.3821 -2.9549 2.1511 0.3 -0.2 -0.2 -0.17
N -1.2902 -1.8479 1.8057 0.7 0.5 -0.5 -0.32
C -2.5870 -2.3554 1.3624 -0.3 0.0 -0.2 -0.08
C -1.5108 -0.9454 2.9383 -0.1 0.2 0.3 -0.08
H 1.9237 -3.6116 -1.3447 0.0 0.1 0.1 0.11
H 1.9337 -1.8515 -1.5725 0.0 -0.1 -0.1 0.10
H 0.4006 -2.7431 -1.6527 0.1 0.0 0.0 0.07
H 3.1040 -3.2253 0.7255 -0.2 0.1 0.0 0.11
H 2.3433 -2.2977 2.0257 0.0 0.0 0.0 0.08
H 2.9901 -1.4554 0.6119 0.1 0.0 0.0 0.10
H 0.9298 -4.3660 1.1768 0.0 0.1 -0.1 0.14
H -0.4187 -3.7973 0.1816 0.1 0.0 -0.1 0.11
H 0.3520 -2.5925 2.8734 0.0 0.0 0.0 0.11
H -0.9226 -3.7865 2.6243 0.0 0.2 0.0 0.14
H -3.1630 -2.7595 2.2038 0.1 0.0 0.0 0.11
H -2.4629 -3.1492 0.6311 0.0 0.0 -0.1 0.08
H -3.1540 -1.5467 0.9055 -0.1 0.0 0.0 0.10
H -2.0320 -1.4498 3.7648 0.1 0.1 -0.1 0.11
H -2.1270 -0.1080 2.6033 0.0 0.0 0.1 0.10
H -0.5594 -0.5556 3.3031 -0.1 0.0 0.0 0.07

=====

60
Properties=species:S:1:pos:R:3:forces:R:3:lowdin_charge:R:1 method="wB97M-V/def2-TZVPD" charge=0 spin_multiplicity=1 total_energy_ev=-46692.005 orbital_gap_ev=8.7 e_lumo_ev=0.06 de_lowest_kcal_mol=0.4 smiles="O=C1c2c(O)cc(O)cc2O[C@H](c2ccc(O)c(O)c2)[C@H]1O.CNC(=O)[C@@H](NC(C)=O)[C@@H](C)O"
O 1.9070 1.2111 1.6537 -0.4 0.1 0.1 0.07
C 1.2061 1.9423 0.9517 0.8 -0.2 0.3 -0.26
C 1.5114 2.1735 -0.4526 -1.3 0.3 1.0 -0.03
C 2.6464 1.6392 -1.0734 0.9 -0.6 0.1 -0.23
O 3.4914 0.8139 -0.4002 -0.6 0.7 -0.5 0.09
C 2.9357 1.9626 -2.3904 0.6 -0.3 -0.3 0.06
C 2.1090 2.8169 -3.1023 -0.3 0.2 0.3 -0.30
O 2.4267 3.1402 -4.3863 -0.1 -0.1 0.3 0.08
C 0.9641 3.3319 -2.4989 -0.8 0.3 0.4 0.05
C 0.6450 3.0036 -1.1812 0.0 0.3 -0.7 -0.18
O -0.5105 3.5270 -0.6451 0.7 -0.3 0.0 0.04
C -1.0419 2.8507 0.5136 -0.6 0.0 0.8 -0.20
C -2.2879 3.5731 1.0130 -0.3 0.4 0.2 -0.14
C -2.2346 4.5731 2.0047 -0.4 -0.4 -0.3 -0.01
C -3.4044 5.1687 2.4866 0.2 -0.3 -0.4 0.01
C -4.6412 4.7915 1.9749 -0.3 -0.1 -0.2 -0.26
O -5.7934 5.3583 2.4351 -0.1 -0.3 -0.3 0.07
C -4.7194 3.8224 0.9703 1.3 -0.7 -0.6 -0.24
O -5.9481 3.4694 0.4687 -0.1 0.1 0.1 0.05
C -3.5480 3.2182 0.4950 0.3 0.6 0.7 0.05
C 0.0449 2.6986 1.5920 0.0 -0.7 0.4 -0.22
O -0.4481 2.0251 2.7716 0.4 0.4 -1.0 0.00
H 3.1113 0.6828 0.4980 0.1 0.1 -0.1 0.08
H 3.8221 1.5529 -2.8598 -0.1 0.0 0.1 0.14
H 1.7671 3.7558 -4.7403 0.2 -0.2 0.2 0.12
H 0.2978 3.9930 -3.0400 0.0 0.0 0.0 0.13
H -1.3459 1.8413 0.2131 0.1 0.0 -0.1 0.16
H -1.2897 4.8901 2.4310 -0.1 -0.1 -0.1 0.11
H -3.3637 5.9257 3.2625 0.0 -0.1 -0.1 0.12
H -6.5200 4.9493 1.9294 0.2 0.3 0.3 0.11
H -5.8476 2.7875 -0.2167 0.0 0.4 0.4 0.12
H -3.6102 2.4577 -0.2761 0.0 0.0 0.0 0.12
H 0.4248 3.6843 1.8716 0.1 0.2 -0.1 0.16
H 0.3023 1.6205 3.2511 -0.2 0.3 -0.6 0.10
C -0.0430 -5.0097 2.1812 0.0 0.1 -0.4 -0.06
N -0.9472 -4.8195 1.0456 0.3 -0.3 1.2 0.04
C -0.6330 -4.4247 -0.1933 -0.4 0.1 -1.1 -0.47
O -1.5180 -4.3121 -1.0336 0.4 0.1 -0.2 0.05
C 0.8159 -4.0760 -0.5630 -0.1 -0.2 -0.2 -0.17
N 1.2053 -4.7787 -1.8000 -1.6 0.9 1.3 0.13
C 2.3818 -5.3218 -2.1090 1.6 -0.8 -0.6 -0.56
C 3.4967 -5.3790 -1.0829 -0.2 0.2 -0.1 0.01
O 2.5660 -5.7865 -3.2216 -0.1 -0.1 -0.3 0.04
C 0.9458 -2.5548 -0.7533 -0.3 0.4 0.4 -0.38
C 0.4782 -1.7343 0.4469 -0.1 -0.4 -0.3 -0.01
O 2.2969 -2.2169 -0.9505 0.4 0.0 -0.1 -0.02
H 0.7018 -5.7739 1.9476 0.0 0.0 0.2 0.09
H 0.4622 -4.0727 2.4235 0.0 -0.1 0.1 0.08
H -0.6110 -5.3336 3.0555 0.0 0.1 -0.2 0.09
H -1.9276 -5.0159 1.1872 0.1 0.1 -0.1 0.15
H 1.4745 -4.3660 0.2509 0.3 0.0 -0.1 0.13
H 0.5010 -4.8440 -2.5217 -0.1 0.1 0.0 0.16
H 3.1751 -5.9726 -0.2307 0.1 0.0 0.2 0.08
H 3.7630 -4.3750 -0.7611 0.0 0.0 0.2 0.07
H 4.3670 -5.8483 -1.5396 -0.2 0.0 0.0 0.09
H 0.3709 -2.2488 -1.6284 -0.2 -0.2 -0.1 0.15
H -0.5741 -1.9208 0.6575 0.0 0.0 0.1 0.09
H 0.5890 -0.6794 0.2085 0.1 0.0 0.1 0.07
H 1.0819 -1.9706 1.3232 0.0 0.1 0.1 0.09
H 2.5223 -2.4168 -1.8631 0.1 0.0 -0.1 0.10

=====

52
Properties=species:S:1:pos:R:3:forces:R:3:lowdin_charge:R:1 method="wB97M-V/def2-TZVPD" charge=0 spin_multiplicity=1 total_energy_ev=-30291.825 orbital_gap_ev=7.7 e_lumo_ev=-0.15 de_lowest_kcal_mol=493.1
C 1.7726 2.3203 -0.3125 -3.8 -3.7 -0.7 -0.04
H 0.6548 2.0308 0.0609 2.2 1.0 -0.9 0.11
H 2.1832 2.8605 0.5173 0.7 0.4 -0.2 0.06
H 1.6706 2.7297 -1.3209 0.1 1.0 0.6 0.05
C 2.3924 0.8864 -0.5749 9.4 7.6 10.2 -0.32
N 2.0115 0.0891 -1.4809 -1.5 -2.1 -5.9 -0.07
C 1.2111 -0.7863 -1.1286 -6.8 -13.5 1.8 -0.24
O 0.6304 -1.8695 -1.8420 2.7 6.1 2.1 -0.10
C 0.9539 -1.2334 0.4001 -1.5 3.4 0.0 -0.15
C 1.7849 -1.7888 1.2668 6.3 -3.0 -0.2 -0.11
C 1.7307 -2.0616 2.6778 -12.9 9.3 -9.1 -0.03
C 0.4549 -1.6746 3.0915 -2.6 1.0 3.5 0.08
C -0.7432 -0.9137 2.2089 9.8 -4.9 4.8 -0.25
C -0.2040 -0.6953 1.0530 -2.9 1.0 -7.7 -0.05
H -1.0298 -0.3105 0.2829 1.8 0.0 1.2 0.16
N -1.7339 -0.3087 2.7415 -8.2 2.9 2.8 0.12
C -2.4067 -0.2987 4.0072 10.9 -4.5 3.4 -0.32
O -1.6480 -0.6568 5.0030 -2.6 1.3 -2.9 0.01
C -3.7052 -0.0084 4.2802 -0.4 4.3 -0.4 -0.23
C -3.9627 0.8788 5.3301 -3.9 -3.3 -3.1 0.08
C -5.3484 1.1912 5.3847 10.2 4.7 15.2 -0.15
C -6.0907 1.1360 4.4579 -14.8 -0.5 -9.0 -0.21
C -5.8356 0.3212 3.4019 -1.1 -0.1 -4.7 -0.10
C -4.5122 -0.0191 3.1910 -3.8 -6.0 -3.4 -0.06
H -4.3671 -1.0330 2.3353 -0.1 3.6 2.4 0.22
H -6.7180 0.1040 2.6407 2.3 0.4 1.5 0.15
H -7.4295 1.4860 4.4726 4.4 -0.8 0.4 0.22
H -5.5359 1.7288 6.4482 -0.3 -1.0 -2.7 0.17
H -3.2461 1.0667 6.0057 2.1 0.7 2.6 0.09
H -2.4213 0.0323 2.0868 0.2 0.2 -0.8 0.12
H 0.1860 -1.7793 4.2445 0.4 0.1 -2.7 0.11
H 2.2110 -2.6118 3.1703 7.8 -7.6 7.0 -0.02
H 2.7865 -2.1658 0.9011 -1.0 0.6 -0.3 0.13
C 2.2182 0.2738 -2.9136 8.4 0.8 2.6 -0.32
C 3.0040 -0.9228 -3.5041 -4.6 -3.0 5.7 -0.23
C 3.5151 -0.6977 -4.7324 -4.1 5.3 -6.2 -0.17
C 2.0592 -0.4737 -5.7083 7.3 11.4 -0.9 0.00
C 1.5064 1.0986 -4.9914 -6.0 -12.5 0.6 -0.05
C 1.0825 0.5536 -3.6011 -2.5 10.7 -2.4 -0.18
H 0.5651 -0.2768 -3.5718 -3.7 -3.8 -0.6 0.06
H 0.4694 1.5895 -3.1109 1.3 -3.2 -0.7 0.20
H 0.7128 1.2658 -5.6410 -2.1 0.4 -0.6 0.07
H 2.0804 1.7936 -5.1972 6.5 6.3 -0.8 0.01
H 2.3402 -0.0028 -6.8392 -0.5 -2.0 2.9 0.14
H 1.5543 -1.2798 -5.7623 -4.3 -5.3 0.0 -0.01
H 3.7469 -1.4865 -5.2508 3.1 -4.2 -2.4 0.05
H 3.9634 0.2883 -4.9168 0.7 -0.8 0.1 0.13
H 3.7590 -1.0701 -2.8379 2.5 -0.5 2.3 0.09
H 2.3854 -1.9557 -3.3467 1.0 2.5 -0.8 0.19
H 3.1098 1.1244 -2.9132 -2.4 -1.5 -0.2 0.21
H 3.6113 1.1098 -0.7273 -2.7 -0.3 -0.1 0.17
H 2.6204 0.4218 0.5638 -1.3 0.7 -3.3 0.18

=====

57
Properties=species:S:1:pos:R:3:forces:R:3:lowdin_charge:R:1 method="wB97M-V/def2-TZVPD" charge=+2 spin_multiplicity=2 total_energy_ev=-75837.499 s_squared=0.7636 orbital_gap_ev="7.1 / 6.1" e_lumo_ev="-6.37 / -7.65" de_lowest_kcal_mol=0.0
Tc 0.6121 -0.1533 0.2662 0.1 -0.2 -0.4 0.97
C 0.8982 -3.3155 1.3299 0.0 0.0 -0.1 -0.42
C -0.5573 -3.1181 1.7066 -0.1 0.0 0.1 -0.42
S -1.2339 -1.5121 1.1247 -0.2 0.1 0.1 0.95
C -1.7115 -0.7097 2.6950 0.0 0.0 0.0 -0.45
C -0.5465 -0.1382 3.4846 0.0 0.0 0.0 -0.46
S 0.2929 1.0297 2.3770 0.1 0.0 0.1 0.93
C 2.0024 1.1184 3.0271 0.0 0.0 0.0 -0.44
C 2.9819 1.5446 1.9332 -0.1 0.0 0.0 -0.42
S 2.8961 0.6874 0.3131 -0.1 0.0 0.1 0.96
C 3.8999 -0.8201 0.3617 0.0 0.1 0.0 -0.44
C 3.4560 -1.9278 1.3098 0.0 0.0 0.0 -0.39
S 1.7133 -1.7728 1.7923 0.0 -0.1 0.1 0.92
H 1.0432 -3.4923 0.2657 0.0 0.0 0.0 0.07
H 1.3331 -4.1366 1.9001 0.0 0.0 0.0 0.12
H -0.6957 -3.1450 2.7869 0.0 0.0 0.0 0.10
H -1.1763 -3.8972 1.2646 0.0 0.0 0.0 0.10
H -2.2834 -1.4325 3.2773 0.0 0.0 0.0 0.11
H -2.4022 0.0791 2.3913 0.0 0.0 0.0 0.09
H 0.1463 -0.9037 3.8300 0.0 0.0 0.0 0.07
H -0.9181 0.4128 4.3491 0.0 0.0 0.0 0.11
H 2.2583 0.1583 3.4721 0.0 0.0 0.0 0.06
H 2.0129 1.8746 3.8125 0.0 0.0 0.0 0.10
H 4.0080 1.4774 2.2964 0.0 0.0 0.0 0.11
H 2.8088 2.5842 1.6547 0.0 0.0 0.0 0.09
H 4.9352 -0.5345 0.5456 0.0 0.0 0.0 0.10
H 3.8219 -1.1493 -0.6742 0.0 0.0 0.0 0.08
H 4.0208 -1.9063 2.2404 0.0 0.0 0.0 0.09
H 3.5932 -2.9092 0.8572 0.0 0.0 0.0 0.10
O 0.4582 1.8006 -0.1785 0.1 -0.1 -0.1 -0.35
C -0.5769 2.5367 -0.5393 0.0 0.0 0.1 -0.32
C -0.5467 3.9129 -0.2770 0.0 0.0 0.0 0.01
C -1.6077 4.7019 -0.6550 0.0 0.0 0.0 -0.02
C -2.7223 4.1616 -1.3196 0.0 0.0 0.0 -0.04
C -2.7483 2.8246 -1.6134 0.0 0.0 0.0 -0.01
C -1.6835 1.9887 -1.2186 0.0 -0.1 -0.1 -0.14
C -1.6260 0.6493 -1.6759 0.0 0.1 0.1 -0.01
N -0.7318 -0.2170 -1.3005 0.1 -0.1 0.0 -0.18
N -0.7428 -1.4074 -2.0076 -0.1 0.1 0.0 0.11
C 0.3675 -2.0419 -1.8283 0.1 -0.1 0.0 -0.43
O 1.3006 -1.5424 -1.0425 0.0 0.2 0.3 -0.26
C 0.6251 -3.3365 -2.4764 0.0 0.0 0.0 -0.17
C -0.4127 -4.0198 -3.1103 0.0 0.0 0.0 -0.01
C -0.1643 -5.2437 -3.7068 0.0 0.0 0.0 -0.05
C 1.1146 -5.7861 -3.6798 0.0 0.0 0.0 -0.05
C 2.1509 -5.1049 -3.0552 0.0 0.0 0.0 -0.06
C 1.9077 -3.8829 -2.4504 0.0 0.0 0.0 -0.03
H 0.3172 4.3325 0.2202 0.0 0.0 0.0 0.13
H -1.5790 5.7624 -0.4416 0.0 0.0 0.0 0.12
H -3.5408 4.8028 -1.6135 0.0 0.0 0.0 0.12
H -3.5797 2.3942 -2.1578 0.0 0.0 0.0 0.13
H -2.3190 0.3082 -2.4392 0.0 0.0 0.0 0.16
H -1.4028 -3.5853 -3.1353 0.0 0.0 0.0 0.12
H -0.9669 -5.7751 -4.1996 0.0 0.0 0.0 0.12
H 1.3053 -6.7397 -4.1535 0.0 0.0 0.0 0.12
H 3.1484 -5.5228 -3.0502 0.0 0.0 0.0 0.11
H 2.7163 -3.3373 -1.9812 0.0 0.0 0.0 0.11